The following is a quantum chemistry calculation of C4H5NO in the gas phase, from OMol25.

Element x y z (Å)
C1 0.893 -0.931 0.819
C2 0.921 0.072 -0.334
C3 -0.283 0.590 -1.034
O1 -1.373 0.324 -0.250
C4 -2.438 1.005 -0.616
N1 -3.372 1.643 -0.862
H1 0.272 -0.584 1.649
H2 1.910 -1.071 1.202
H3 0.524 -1.911 0.502
H4 1.658 -0.194 -1.102
H5 1.288 1.056 0.026

Its HOMO energy is -0.360 Eh. Its electronic energy is -7762.482 eV. Its energy above the lowest of the compared OMol25 structures with the same formula, charge and spin is 93.26 kcal/mol. As for the gap between HOMO and LUMO: 0.35343 hartree.